1.
A 2-piece molecular cluster, C4H13NO2 overall at a distorted geometry. Source: the Open Molecules 2025 dataset; level of theory: ωB97M-V with the def2-TZVPD basis set.

Results
- Spin multiplicity: 1
- Gap between HOMO and LUMO: 9.80 eV
- SMILES: C[C@@H](N)CCO.O
- LUMO: 0.7 eV
- Highest occupied orbital energy: -9.1 eV
- Relative energy (zero: lowest compared OMol25 entry of this formula, charge and spin): 132.4 kJ/mol

Last column: natural (NBO) charge in e.
Atoms and positions in Å:
C1 -1.73 -1.08 0.04  -0.62
C2 -0.37 -1.00 0.80  -0.04
N1 0.64 -1.47 -0.16  -0.91
C3 0.00 0.42 1.30  -0.46
C4 1.45 0.52 1.73  -0.09
O1 2.42 0.99 0.71  -0.71
H1 -2.63 -1.01 0.66  0.20
H2 -1.81 -0.28 -0.74  0.20
H3 -1.78 -2.08 -0.39  0.21
H4 -0.47 -1.70 1.64  0.19
H5 0.86 -2.44 -0.06  0.40
H6 0.81 -0.84 -0.92  0.38
H7 -0.60 0.53 2.22  0.22
H8 -0.23 1.18 0.55  0.22
H9 1.88 -0.41 2.06  0.17
H10 1.57 1.11 2.63  0.18
H11 2.09 0.32 0.09  0.46
O2 -1.98 1.59 -3.54  -0.93
H12 -2.85 1.20 -3.68  0.47
H13 -1.37 0.85 -3.58  0.47

---

2.
C24H36GaN2Si as an isolated structure at a distorted geometry. Source: the Open Molecules 2025 dataset; level of theory: ωB97M-V with the def2-TZVPD basis set.

Results
- Total charge: +1
- Spin multiplicity: 1
- Gap between HOMO and LUMO: 6.13 eV
- LUMO: -2.8 eV
- Highest occupied orbital energy: -8.9 eV

Last column: natural (NBO) charge in e.
Atoms and positions in Å:
C1 -1.00 -0.72 -2.75  -0.38
C2 0.40 -1.03 -2.61  -0.35
C3 0.51 -2.40 -2.29  -0.31
H1 1.22 -0.34 -2.80  0.21
C4 -0.79 -2.96 -2.24  -0.34
C5 -1.73 -1.93 -2.53  -0.36
H2 -2.79 -2.07 -2.71  0.22
H3 -1.42 0.23 -3.10  0.22
H4 1.45 -2.95 -2.18  0.21
H5 -1.02 -4.02 -2.12  0.21
Ga1 -0.84 -0.66 -0.02  0.74
C6 2.87 1.19 2.62  -1.01
H6 2.80 0.09 2.57  0.33
H7 3.95 1.32 2.86  0.33
H8 2.85 1.94 1.77  0.30
Si1 1.72 0.88 0.99  1.37
C7 1.08 2.45 0.24  -0.55
C8 0.80 2.53 -1.13  -0.21
H9 0.81 1.62 -1.74  0.25
C9 0.49 3.77 -1.70  -0.15
H10 0.29 3.83 -2.77  0.23
C10 0.42 4.92 -0.90  -0.19
H11 0.21 5.89 -1.35  0.23
C11 0.59 4.81 0.49  -0.21
H12 0.49 5.69 1.12  0.23
C12 0.88 3.58 1.07  -0.20
H13 0.95 3.47 2.15  0.20
C13 2.83 -0.05 -0.15  -0.57
C14 3.73 0.74 -0.88  -0.14
H14 3.58 1.82 -0.96  0.21
C15 4.84 0.13 -1.48  -0.22
H15 5.58 0.76 -1.98  0.23
C16 5.01 -1.26 -1.41  -0.18
H16 5.88 -1.73 -1.87  0.23
C17 4.05 -2.05 -0.76  -0.19
H17 4.16 -3.13 -0.72  0.23
C18 2.95 -1.45 -0.13  -0.17
H18 2.20 -2.05 0.39  0.23
H19 0.53 0.07 1.48  -0.15
H20 2.23 1.58 3.44  0.29
C19 -3.62 0.53 -0.57  -0.42
N1 -2.71 0.45 0.58  -0.55
C20 -2.32 1.83 0.97  -0.42
C21 -3.32 -0.29 1.74  -0.24
C22 -2.47 -1.46 2.25  -0.24
N2 -1.93 -2.26 1.12  -0.55
C23 -0.92 -3.23 1.58  -0.42
C24 -3.00 -2.96 0.39  -0.42
H21 -4.54 1.07 -0.27  0.20
H22 -3.89 -0.47 -0.93  0.22
H23 -3.13 1.08 -1.39  0.23
H24 -3.22 2.38 1.30  0.20
H25 -1.58 1.80 1.78  0.21
H26 -1.88 2.34 0.10  0.23
H27 -3.46 0.42 2.57  0.22
H28 -4.31 -0.66 1.43  0.22
H29 -1.63 -1.08 2.84  0.21
H30 -3.09 -2.12 2.88  0.22
H31 -1.38 -3.97 2.25  0.20
H32 -0.49 -3.75 0.71  0.24
H33 -0.11 -2.71 2.11  0.21
H34 -3.55 -3.60 1.10  0.19
H35 -3.69 -2.25 -0.07  0.21
H36 -2.56 -3.60 -0.39  0.25

---

3.
A 7-piece molecular cluster, C7H28N10O7 overall at a distorted geometry. Source: the Open Molecules 2025 dataset; level of theory: ωB97M-V with the def2-TZVPD basis set.

Results
- Spin multiplicity: 1
- Gap between HOMO and LUMO: 10.41 eV
- SMILES: NC(N)=O.NC(N)=O.NC(N)=O.NC(N)=O.NC(N)=O.CO.CO
- LUMO: 0.5 eV
- Highest occupied orbital energy: -9.9 eV
- Relative energy (zero: lowest compared OMol25 entry of this formula, charge and spin): 8.0 kJ/mol

Last column: natural (NBO) charge in e.
Atoms and positions in Å:
N1 -3.05 2.56 0.88  -0.85
C1 -2.72 1.31 0.47  0.78
N2 -1.52 0.86 0.84  -0.88
O1 -3.48 0.59 -0.18  -0.72
H1 -3.90 2.95 0.50  0.41
H2 -2.47 3.02 1.55  0.43
H3 -1.32 -0.12 0.43  0.44
H4 -0.79 1.55 1.04  0.42
N3 1.16 3.15 3.14  -0.83
C2 -0.07 3.38 3.57  0.77
N4 -0.30 3.26 4.90  -0.83
O2 -0.92 3.82 2.81  -0.72
H5 1.46 3.22 2.19  0.44
H6 1.86 3.05 3.86  0.37
H7 -1.21 3.18 5.18  0.40
H8 0.41 2.82 5.48  0.38
N5 2.26 -0.24 -3.25  -0.83
C3 1.73 0.59 -2.30  0.79
N6 0.39 0.31 -2.13  -0.85
O3 2.36 1.40 -1.58  -0.72
H9 3.16 0.02 -3.52  0.40
H10 1.70 -0.88 -3.69  0.41
H11 -0.01 -0.58 -2.35  0.41
H12 -0.11 0.79 -1.40  0.40
N7 -1.90 -3.83 0.36  -0.87
C4 -2.07 -2.48 0.12  0.79
N8 -3.17 -1.91 0.58  -0.83
O4 -1.23 -1.82 -0.49  -0.75
H13 -0.92 -4.10 0.18  0.42
H14 -2.70 -4.41 0.43  0.40
H15 -3.60 -2.39 1.32  0.39
H16 -3.27 -0.96 0.29  0.44
N9 1.82 -3.78 -2.23  -0.87
C5 1.01 -3.80 -3.33  0.78
N10 0.20 -2.65 -3.34  -0.91
O5 1.04 -4.63 -4.21  -0.63
H17 2.16 -2.92 -1.83  0.42
H18 2.55 -4.49 -2.15  0.40
H19 -0.48 -2.72 -4.08  0.39
H20 -0.35 -2.50 -2.47  0.41
C6 0.81 4.21 0.11  -0.26
O6 1.38 2.92 0.42  -0.82
H21 1.11 4.46 -0.92  0.18
H22 -0.30 4.17 0.19  0.18
H23 1.10 4.92 0.87  0.18
H24 1.76 2.44 -0.37  0.53
C7 1.60 -2.58 0.86  -0.28
O7 2.56 -1.92 0.10  -0.75
H25 1.72 -2.32 1.93  0.17
H26 0.54 -2.33 0.51  0.19
H27 1.66 -3.66 0.58  0.18
H28 2.38 -0.95 0.10  0.48

---

4.
C22H38CeN8 as an isolated structure at a distorted geometry. Source: the Open Molecules 2025 dataset; level of theory: ωB97M-V with the def2-TZVPD basis set.

Results
- Expectation value of S²: 0.751
- Total charge: +3
- Spin multiplicity: 2
- Gap between HOMO and LUMO (alpha / beta): 6.95 / 7.01 eV
- LUMO (alpha / beta): -8.8 / -8.7 eV
- Highest occupied orbital energy (alpha / beta): -15.8 / -15.8 eV
- Relative energy (zero: lowest compared OMol25 entry of this formula, charge and spin): 162.6 kJ/mol

Last column: Löwdin spin population.
Atoms and positions in Å:
Ce1 -1.14 -1.19 -0.18  1.02
C1 0.89 -4.22 -0.06  0.00
N1 0.74 -2.94 -0.84  0.00
C2 0.38 -2.98 -2.16  0.00
C3 1.71 -1.99 -0.48  0.00
N2 1.16 -1.11 0.27  0.00
C4 1.94 -0.15 1.03  0.00
C5 2.94 -0.55 1.92  0.00
C6 3.90 0.36 2.44  0.00
C7 3.93 1.64 1.91  0.00
C8 2.85 2.13 1.10  0.00
C9 2.88 3.45 0.58  0.00
C10 2.08 3.87 -0.43  0.00
C11 1.05 2.97 -0.84  0.00
C12 0.86 1.80 -0.11  0.00
N3 -0.42 1.10 -0.35  0.00
C13 -1.55 1.82 -0.45  0.00
N4 -2.54 1.07 -1.18  0.00
C14 -3.96 1.33 -0.91  0.00
C15 -2.24 0.84 -2.60  0.00
N5 -1.81 3.03 0.10  0.00
C16 -2.59 4.00 -0.62  0.00
C17 -1.20 3.43 1.36  0.00
C18 1.83 1.25 0.72  0.00
N6 2.92 -1.96 -1.10  0.00
C19 3.74 -0.77 -1.07  0.00
C20 3.51 -3.15 -1.70  0.00
H1 0.75 -4.02 1.02  0.00
H2 1.81 -4.74 -0.14  0.00
H3 0.08 -4.93 -0.37  0.00
H4 0.61 -3.93 -2.65  0.00
H5 0.97 -2.21 -2.66  0.00
H6 -0.68 -2.74 -2.31  0.00
H7 2.99 -1.56 2.27  0.00
H8 4.56 -0.06 3.18  0.00
H9 4.71 2.36 2.09  0.00
H10 3.58 4.19 0.97  0.00
H11 2.23 4.82 -0.89  0.00
H12 0.29 3.32 -1.49  0.00
H13 -4.35 2.15 -1.62  0.00
H14 -4.14 1.76 0.06  0.00
H15 -4.57 0.48 -1.07  0.00
H16 -1.19 0.65 -2.83  0.00
H17 -2.53 1.79 -3.23  0.00
H18 -2.86 -0.04 -3.00  0.00
H19 -2.99 3.48 -1.58  0.00
H20 -1.86 4.76 -0.90  0.00
H21 -3.43 4.33 0.02  0.00
H22 -1.08 2.60 2.14  0.00
H23 -1.71 4.33 1.76  0.00
H24 -0.15 3.57 1.26  0.00
H25 3.16 0.10 -1.00  0.00
H26 4.46 -0.71 -1.88  0.00
H27 4.37 -0.77 -0.28  0.00
H28 4.02 -2.80 -2.61  0.00
H29 2.88 -3.96 -1.90  0.00
H30 4.29 -3.59 -0.99  0.00
N7 -2.61 -3.12 0.90  0.00
C21 -3.27 -2.58 2.16  0.00
C22 -3.55 -1.11 2.01  0.00
N8 -2.27 -0.32 1.88  0.00
H31 -3.27 -3.38 0.18  0.00
H32 -2.02 -3.97 1.12  0.00
H33 -2.49 -2.67 2.91  0.00
H34 -4.14 -3.19 2.35  0.00
H35 -4.01 -0.86 3.00  0.00
H36 -4.20 -0.82 1.21  0.00
H37 -1.75 -0.37 2.78  0.00
H38 -2.48 0.68 1.79  0.00